Entry 1
7 unconnected molecules or ions with the total composition H14O7, computed with ωB97M-V/def2-TZVPD.

CARTESIAN COORDINATES (ANGSTROEM)
O: 33.700 6.833 37.728
H: 33.409 6.531 38.460
H: 34.465 7.234 38.062
O: 33.231 9.992 36.060
H: 32.800 9.187 35.800
H: 32.532 10.573 35.488
O: 35.176 6.014 35.383
H: 35.853 5.302 35.520
H: 34.816 5.997 36.258
O: 32.343 7.391 35.441
H: 32.822 6.823 34.997
H: 32.617 7.061 36.363
O: 29.810 6.117 35.011
H: 30.612 6.726 35.134
H: 29.381 6.451 34.129
O: 32.255 4.191 33.791
H: 32.452 3.859 34.674
H: 31.357 3.521 33.550
O: 30.037 5.794 38.032
H: 30.321 5.703 37.091
H: 29.471 4.958 38.263

Values from the calculation:
- structure (SMILES) = O.O.O.O.O.O.O
- HOMO (eV) = -10.69
- gap between HOMO and LUMO (eV) = 10.81
- net charge = 0

***

Entry 2
7 unconnected molecules or ions with the total composition H14O7, computed with ωB97M-V/def2-TZVPD.

CARTESIAN COORDINATES (ANGSTROEM)
O: 1.048 0.382 -0.339
H: 0.863 1.061 0.336
H: 0.181 0.047 -0.466
O: 2.465 -0.761 1.912
H: 2.328 -0.555 0.994
H: 1.601 -0.608 2.264
O: -1.282 -1.193 -0.083
H: -2.115 -1.438 -0.437
H: -0.496 -1.689 -0.293
O: -1.020 1.967 1.401
H: -1.699 2.197 0.710
H: -1.398 2.010 2.260
O: 1.939 -0.100 -3.089
H: 1.151 -0.180 -3.614
H: 1.571 -0.219 -2.270
O: 0.104 -0.362 3.136
H: -0.306 -1.095 3.520
H: -0.530 -0.091 2.462
O: -1.079 0.143 -2.794
H: -1.777 -0.456 -3.052
H: -1.555 0.933 -2.553

Values from the calculation:
- structure (SMILES) = O.O.O.O.O.O.O
- HOMO (eV) = -10.05
- gap between HOMO and LUMO (eV) = 9.69
- net charge = 0

***

Entry 3
7 unconnected molecules or ions with the total composition H14O7, computed with ωB97M-V/def2-TZVPD.

CARTESIAN COORDINATES (ANGSTROEM)
O: -1.697 2.274 -1.326
H: -2.026 2.034 -2.230
H: -0.777 1.949 -1.266
O: 0.712 -2.085 -0.769
H: 0.808 -2.830 -1.374
H: 1.691 -1.751 -0.734
O: -1.361 -1.513 0.967
H: -1.830 -2.317 0.682
H: -0.587 -1.502 0.391
O: -1.651 1.156 1.308
H: -2.057 1.635 0.551
H: -2.095 0.285 1.184
O: 0.538 0.786 -0.782
H: 0.250 0.585 0.152
H: 0.334 -0.055 -1.213
O: 2.716 -0.326 -0.697
H: 2.241 0.083 -0.001
H: 2.657 0.417 -1.334
O: 0.837 0.076 2.002
H: 1.359 0.667 2.480
H: -0.062 0.433 2.008

Values from the calculation:
- structure (SMILES) = O.O.O.O.O.O.O
- HOMO (eV) = -10.86
- gap between HOMO and LUMO (eV) = 11.27
- net charge = 0

***

Most stable to least stable: entry 3, entry 2, entry 1

***

Entry 1
7 unconnected molecules or ions with the total composition H14O7, computed with ωB97M-V/def2-TZVPD.

CARTESIAN COORDINATES (ANGSTROEM)
O: -1.895 -1.708 -0.377
H: -1.651 -2.431 0.034
H: -2.677 -1.427 0.040
O: -0.779 -0.736 -2.807
H: -0.097 -0.086 -2.865
H: -1.508 -0.228 -2.554
O: 2.424 -0.707 1.067
H: 1.761 -0.140 0.658
H: 2.514 -0.258 1.994
O: 0.212 0.319 -0.124
H: 0.320 0.613 -0.978
H: -0.407 -0.410 -0.264
O: 0.559 -1.882 3.026
H: -0.055 -2.492 3.155
H: 0.975 -1.665 2.079
O: -0.382 2.078 1.653
H: -1.125 2.632 1.507
H: -0.467 1.738 0.832
O: 0.781 1.930 -1.845
H: 0.019 2.659 -1.815
H: 1.476 2.210 -2.407

Values from the calculation:
- structure (SMILES) = O.O.O.O.O.O.O
- HOMO (eV) = -10.64
- gap between HOMO and LUMO (eV) = 10.50
- net charge = 0

***

Entry 2
7 unconnected molecules or ions with the total composition H14O7, computed with ωB97M-V/def2-TZVPD.

CARTESIAN COORDINATES (ANGSTROEM)
O: -1.830 0.500 -1.468
H: -2.408 0.328 -0.725
H: -1.317 -0.371 -1.465
O: 1.598 1.173 1.019
H: 1.644 1.776 1.746
H: 1.145 1.632 0.275
O: 2.731 -1.058 -0.444
H: 2.856 -0.952 0.526
H: 2.677 -0.076 -0.623
O: -2.755 -0.536 0.847
H: -3.312 -0.585 1.574
H: -1.807 -0.574 1.118
O: 0.028 2.512 -0.557
H: -0.708 1.974 -0.893
H: 0.494 3.067 -1.165
O: 0.152 -1.838 -1.331
H: 1.133 -1.802 -1.086
H: -0.183 -2.646 -0.971
O: -0.263 -0.979 1.527
H: -0.272 -1.248 0.596
H: 0.395 -0.298 1.500

Values from the calculation:
- structure (SMILES) = O.O.O.O.O.O.O
- HOMO (eV) = -11.07
- gap between HOMO and LUMO (eV) = 11.46
- net charge = 0

***

Entry 3
7 unconnected molecules or ions with the total composition H14O7, computed with ωB97M-V/def2-TZVPD.

CARTESIAN COORDINATES (ANGSTROEM)
O: 0.060 -3.492 1.382
H: 0.471 -3.366 0.546
H: -0.785 -2.823 1.535
O: -0.912 2.390 0.168
H: -1.815 2.410 0.732
H: -1.092 2.439 -0.804
O: 1.194 3.388 1.346
H: 1.556 3.100 2.193
H: 0.718 2.613 0.941
O: -1.864 -1.385 1.053
H: -2.547 -1.255 0.517
H: -2.342 -1.152 1.931
O: 2.818 0.853 -0.951
H: 3.037 0.225 -1.665
H: 2.029 0.242 -0.621
O: 0.296 -0.191 -0.413
H: -0.243 -0.703 0.260
H: 0.316 0.752 -0.125
O: 0.029 -1.461 -2.880
H: -0.037 -1.054 -2.018
H: -0.881 -1.539 -3.132

Values from the calculation:
- structure (SMILES) = O.O.O.O.O.O.O
- HOMO (eV) = -10.66
- gap between HOMO and LUMO (eV) = 10.01
- net charge = 0

***

Entry 4
7 unconnected molecules or ions with the total composition H14O7, computed with ωB97M-V/def2-TZVPD.

CARTESIAN COORDINATES (ANGSTROEM)
O: 0.713 -0.751 -1.091
H: 0.819 -1.663 -1.387
H: 0.565 -0.854 -0.196
O: 1.866 3.066 -2.121
H: 1.580 3.971 -2.152
H: 1.698 2.809 -3.086
O: -0.328 -2.825 -1.424
H: -1.098 -3.047 -1.856
H: 0.162 -3.558 -0.995
O: 1.952 0.841 3.208
H: 2.227 1.766 2.855
H: 1.123 0.651 2.793
O: 2.308 -1.499 0.973
H: 2.358 -1.885 0.092
H: 1.409 -1.687 1.272
O: -2.691 0.897 -0.559
H: -3.048 0.262 -1.157
H: -2.646 1.688 -1.130
O: -3.225 0.627 1.659
H: -3.438 0.453 2.608
H: -2.305 0.741 1.694

Values from the calculation:
- structure (SMILES) = O.O.O.O.O.O.O
- HOMO (eV) = -10.17
- gap between HOMO and LUMO (eV) = 10.31
- net charge = 0

***

Most stable to least stable: entry 2, entry 3, entry 1, entry 4

***

Entry 1
C3H8N2 in the gas phase, computed with ωB97M-V/def2-TZVPD.

CARTESIAN COORDINATES (ANGSTROEM)
H: -1.842 -1.866 -0.217
N: -1.971 -0.833 -0.258
C: -0.971 -0.102 0.108
N: -1.229 1.278 0.225
C: 0.403 -0.544 0.534
C: 1.519 0.075 -0.303
H: -0.411 1.867 -0.174
H: -2.023 1.428 -0.386
H: 0.536 -0.266 1.620
H: 0.455 -1.630 0.494
H: 1.736 1.181 -0.080
H: 1.331 -0.100 -1.405
H: 2.466 -0.490 -0.159

Values from the calculation:
- structure (SMILES) = [H]/N=C(/N)CC
- HOMO (eV) = -9.52
- gap between HOMO and LUMO (eV) = 10.48
- net charge = 0

***

Entry 2
C3H8N2 in the gas phase, computed with ωB97M-V/def2-TZVPD.

CARTESIAN COORDINATES (ANGSTROEM)
N: 0.763 -1.180 1.550
C: -0.377 -0.509 0.858
C: 0.221 -0.005 -0.428
C: 0.220 1.425 -0.779
N: -0.916 0.543 -1.317
H: 0.505 -1.702 2.371
H: 1.153 -1.854 0.801
H: -1.264 -1.281 0.669
H: -0.697 0.416 1.419
H: 0.857 -0.659 -0.919
H: 0.034 2.219 -0.005
H: 0.821 1.676 -1.663
H: -0.721 0.182 -2.211

Values from the calculation:
- structure (SMILES) = NC[C@@H]1CN1
- HOMO (eV) = -9.32
- gap between HOMO and LUMO (eV) = 10.50
- net charge = 0

***

Entry 3
C3H8N2 in the gas phase, computed with ωB97M-V/def2-TZVPD.

CARTESIAN COORDINATES (ANGSTROEM)
H: 1.596 -0.020 -1.431
N: 0.569 -0.087 -1.616
C: -0.070 -0.337 -0.516
N: -1.393 -0.713 -0.639
C: 0.475 -0.243 0.888
C: 0.448 1.191 1.510
H: -2.071 -0.412 0.071
H: -1.877 -0.739 -1.555
H: -0.174 -1.006 1.473
H: 1.563 -0.635 0.837
H: -0.519 1.568 1.723
H: 1.075 1.972 0.931
H: 1.054 1.213 2.441

Values from the calculation:
- structure (SMILES) = [H]/N=C(/N)CC
- HOMO (eV) = -9.11
- gap between HOMO and LUMO (eV) = 10.06
- net charge = 0

***

Most stable to least stable: entry 1, entry 3, entry 2

***

Entry 1
2 unconnected molecules or ions with the total composition C9H16NO, computed with ωB97M-V/def2-TZVPD.

CARTESIAN COORDINATES (ANGSTROEM)
C: -2.419 1.829 0.874
C: -3.379 1.006 0.101
N: -2.366 1.640 2.347
H: -1.423 1.805 0.334
H: -2.516 2.941 0.698
H: -3.510 0.060 0.584
H: -2.856 0.570 -0.831
H: -2.775 2.493 2.900
H: -3.041 0.902 2.637
H: -1.368 1.463 2.713
H: -4.373 1.315 -0.088
C: 1.073 -2.463 -2.616
C: 2.416 0.042 0.488
C: 2.444 0.649 -0.771
C: 2.003 -1.237 0.883
C: 1.984 -0.255 -1.762
C: 1.533 -2.041 -0.132
C: 1.527 -1.550 -1.475
O: 2.931 0.864 1.454
H: 2.596 1.674 -0.899
H: 3.289 0.475 2.258
H: 2.142 -1.479 1.885
H: 1.991 0.316 -2.769
H: 1.260 -3.031 -0.011
H: 0.160 -2.876 -2.331
H: 1.757 -3.197 -2.845
H: 0.921 -1.915 -3.628

Values from the calculation:
- HOMO (eV) = -10.64
- gap between HOMO and LUMO (eV) = 6.67
- net charge = +1

***

Entry 2
2 unconnected molecules or ions with the total composition C9H16NO, computed with ωB97M-V/def2-TZVPD.

CARTESIAN COORDINATES (ANGSTROEM)
C: -0.485 0.970 3.040
C: 1.098 -1.151 0.413
C: 0.796 -0.152 1.335
C: 0.116 -2.101 0.095
C: -0.459 -0.132 1.981
C: -1.209 -2.020 0.549
C: -1.421 -1.005 1.514
O: 0.539 -3.293 -0.467
H: 2.112 -1.317 0.017
H: 1.593 0.523 1.581
H: 0.951 -3.839 0.204
H: -1.853 -2.708 0.022
H: -1.499 1.403 3.076
H: 0.176 1.810 2.880
H: -2.345 -1.258 2.079
H: -0.404 0.458 4.001
C: 0.023 1.660 -2.578
C: -0.223 1.881 -1.099
N: 0.759 0.305 -2.632
H: -0.882 1.781 -3.155
H: 0.688 2.398 -3.013
H: -1.068 1.383 -0.613
H: -0.504 2.920 -0.875
H: 1.761 0.440 -2.506
H: 0.402 -0.389 -1.962
H: 0.696 -0.316 -3.454
H: 0.642 1.750 -0.432

Values from the calculation:
- HOMO (eV) = -12.01
- gap between HOMO and LUMO (eV) = 8.64
- net charge = +1

***

Most stable to least stable: entry 2, entry 1

***

Entry 1
2 unconnected molecules or ions with the total composition C9H16NO, computed with ωB97M-V/def2-TZVPD.

CARTESIAN COORDINATES (ANGSTROEM)
C: -1.952 0.138 -0.482
C: -2.441 0.839 -1.727
N: -2.565 -1.240 -0.471
H: -0.876 0.053 -0.553
H: -2.226 0.594 0.460
H: -1.868 0.573 -2.620
H: -2.340 1.918 -1.666
H: -2.270 -1.833 0.325
H: -3.582 -1.163 -0.424
H: -2.339 -1.711 -1.347
H: -3.481 0.659 -1.992
C: 3.298 1.617 -0.323
C: 0.298 -1.004 1.236
C: 1.218 -1.478 0.327
C: 0.528 0.216 1.863
C: 2.144 -0.623 -0.259
C: 1.543 1.031 1.377
C: 2.243 0.683 0.220
O: -0.872 -1.683 1.590
H: -0.767 -2.140 2.439
H: 1.163 -2.513 0.009
H: -0.160 0.524 2.638
H: 2.733 -0.839 -1.137
H: 1.897 1.831 2.014
H: 4.252 1.483 0.193
H: 2.948 2.645 -0.312
H: 3.474 1.424 -1.378

Values from the calculation:
- HOMO (eV) = -12.18
- gap between HOMO and LUMO (eV) = 9.06
- net charge = +1

***

Entry 2
2 unconnected molecules or ions with the total composition C9H16NO, computed with ωB97M-V/def2-TZVPD.

CARTESIAN COORDINATES (ANGSTROEM)
C: -2.982 1.823 0.217
C: 0.496 2.300 -1.037
C: -0.878 2.410 -0.992
C: 1.194 1.484 -0.159
C: -1.554 1.465 -0.151
C: 0.553 0.512 0.556
C: -0.866 0.519 0.551
O: 2.574 1.605 -0.056
H: 0.943 3.125 -1.618
H: -1.494 3.022 -1.637
H: 2.879 1.442 0.833
H: 1.013 -0.157 1.291
H: -3.493 2.554 -0.412
H: -2.881 2.329 1.195
H: -1.365 -0.316 1.041
H: -3.563 0.915 0.303
C: 0.586 -2.835 -0.183
C: -0.771 -3.537 -0.271
N: 1.449 -3.436 0.980
H: 1.137 -2.807 -1.106
H: 0.425 -1.781 0.121
H: -1.520 -2.929 0.231
H: -0.863 -4.547 0.102
H: 2.432 -3.402 0.720
H: 1.288 -3.076 1.922
H: 1.076 -4.382 1.079
H: -1.020 -3.594 -1.335

Values from the calculation:
- HOMO (eV) = -11.23
- gap between HOMO and LUMO (eV) = 7.48
- net charge = +1

***

Most stable to least stable: entry 1, entry 2

***

Entry 1
2 unconnected molecules or ions with the total composition C12H12, computed with ωB97M-V/def2-TZVPD.

CARTESIAN COORDINATES (ANGSTROEM)
C: -2.121 1.512 1.381
C: -2.580 0.496 0.521
C: -1.572 -0.304 0.000
C: -0.236 -0.317 0.395
C: 0.696 -1.255 -0.008
C: 1.265 -1.855 -1.283
C: 2.143 -1.610 -0.145
C: 2.124 -2.903 0.621
C: 0.875 -2.687 -0.099
C: 0.122 0.651 1.333
C: -0.830 1.640 1.720
H: -2.733 2.339 1.739
H: -3.574 0.343 0.238
H: -1.783 -1.276 -0.438
H: 1.141 -2.075 -2.301
H: 2.200 -2.976 1.665
H: 2.845 -3.666 0.293
H: 1.164 0.646 1.580
H: -0.408 2.439 2.338
C: 0.273 2.200 -1.923
H: -0.430 1.820 -2.637
H: 0.619 1.247 -1.465
H: -0.276 2.767 -1.171
H: 1.079 2.826 -2.354

Values from the calculation:
- structure (SMILES) = c1ccc([C@@]23[C@H]4[C@]25C[C@@]453)cc1.C
- HOMO (eV) = -8.85
- gap between HOMO and LUMO (eV) = 9.62
- net charge = 0

***

Entry 2
2 unconnected molecules or ions with the total composition C12H12, computed with ωB97M-V/def2-TZVPD.

CARTESIAN COORDINATES (ANGSTROEM)
C: -1.878 0.932 -0.025
C: -1.373 -0.084 0.731
C: -1.117 -1.425 0.321
C: -1.355 -1.790 -1.050
C: -1.695 -0.697 -1.852
C: -1.774 0.624 -1.468
H: -2.014 1.771 0.493
H: -1.587 0.218 1.810
H: -1.029 -2.202 1.155
H: -1.253 -2.794 -1.307
H: -1.691 -0.623 -2.959
H: -2.222 1.329 -2.107
C: 1.412 1.677 1.060
C: 1.733 0.618 1.942
C: 1.933 -0.572 1.322
C: 1.611 -0.923 -0.008
C: 1.257 0.176 -0.791
C: 1.319 1.449 -0.278
H: 1.495 2.652 1.503
H: 1.932 0.824 3.041
H: 2.110 -1.282 2.046
H: 1.753 -2.014 -0.286
H: 0.840 -0.044 -1.802
H: 1.225 2.257 -1.008

Values from the calculation:
- structure (SMILES) = c1ccccc1.c1ccccc1
- HOMO (eV) = -8.54
- gap between HOMO and LUMO (eV) = 9.54
- net charge = 0

***

Most stable to least stable: entry 2, entry 1